DFT (ωB97M-V/def2-TZVPD) results for a single C4H10NP molecule in a non-equilibrium geometry.

Relative energy (zero: lowest compared OMol25 entry of this formula, charge and spin), kcal per mole: 92.9
LUMO energy, eV: 0.7
SMILES: C=[PH2]/C(C)=N\C

Cartesian coordinates (Å):
C1 -2.965043 -0.714904 -0.152569
P1 -1.320336 -0.079688 -0.108400
C2 0.797434 -0.333074 0.344165
C3 1.281630 -1.646928 0.557377
N1 1.579850 0.574066 0.088307
C4 1.338345 1.950382 -0.177004
H1 -3.624664 -0.306794 0.693453
H2 -2.912640 -1.775758 -0.436653
H3 -1.454904 1.305322 0.120486
H4 -0.830299 -0.214023 -1.493601
H5 2.285562 -1.556999 1.069948
H6 1.311897 -1.980612 -0.452702
H7 0.495949 -2.230638 1.061021
H8 2.099172 2.166785 -0.962015
H9 1.477370 2.741760 0.529839
H10 0.440676 2.101101 -0.681655

Forces on atoms 1 to 3 (eV/Å):
C 1.3086 0.9000 1.3379
P 0.5103 -0.1980 -1.6160
C -3.3335 2.0734 0.0980